[1]
The ion C5H13N2O with charge +1 at a distorted geometry. Source: the OMol25 dataset; level of theory: ωB97M-V/def2-TZVPD.

HOMO-LUMO gap (eV): 10.50
Strongest force on any atom (eV Å⁻¹): 2.812
SMILES: N/C=[NH+]\CCCCO
Energy above the lowest of the compared OMol25 structures with the same formula, charge and spin (kJ/mol): 109.2
Charge: +1
Calculated total energy (eV): -10417.064

```
21
C5H13N2O | the OMol25 dataset | ωB97M-V/def2-TZVPD
N 1.46 -1.89 0.84
C 0.34 -2.55 0.64
N -0.75 -1.83 0.40
C -0.77 -0.73 -0.60
C -1.34 0.58 -0.02
C -0.69 1.77 -0.68
C 0.58 2.22 0.04
O 1.46 1.09 0.27
H 2.33 -2.31 1.09
H 1.45 -0.86 0.80
H 0.45 -3.63 0.75
H -1.59 -2.39 0.38
H 0.22 -0.46 -0.90
H -1.36 -1.04 -1.46
H -1.21 0.59 1.07
H -2.43 0.64 -0.14
H -0.45 1.51 -1.72
H -1.36 2.63 -0.82
H 1.19 2.96 -0.48
H 0.39 2.69 1.01
H 2.07 1.03 -0.45
```

Atom charges from the Mulliken analysis, given in e for atoms 1 to 8: N -0.19; C 0.04; N -0.14; C -0.79; C -0.44; C -0.65; C -0.66; O -0.58

[2]
A cluster of 4 separate species, C32H53N5O4S5 in total at a distorted geometry. Source: the OMol25 dataset; level of theory: ωB97M-V/def2-TZVPD.

HOMO-LUMO gap (eV): 7.56
Strongest force on any atom (eV Å⁻¹): 5.502
Charge: 0
Calculated total energy (eV): -103853.580

```
99
C32H53N5O4S5 | the OMol25 dataset | ωB97M-V/def2-TZVPD
C 1.88 -4.56 0.33
C 1.51 -5.34 -0.99
N 0.18 -4.92 -1.56
C 0.12 -3.50 -1.71
C 1.28 -2.82 -2.31
C 1.23 -1.38 -2.43
C 0.08 -0.57 -2.00
C 0.18 0.97 -2.21
C -0.99 1.61 -3.06
C -1.08 3.14 -2.63
C 0.26 3.95 -2.92
C 0.94 4.54 -1.61
C 2.42 4.04 -1.36
C 2.70 3.68 0.17
S 4.50 3.94 0.59
C 5.26 2.36 0.99
N 4.93 1.41 1.93
N 5.80 0.40 1.83
C 6.73 0.63 0.87
O 6.37 1.86 0.38
C -1.10 -1.24 -1.41
C -1.02 -2.69 -1.31
S -2.46 -3.56 -0.60
C -3.15 -2.29 0.51
C -3.86 -2.74 1.69
C -4.44 -1.74 2.58
C -4.28 -0.34 2.22
C -3.55 0.12 1.02
C -3.49 1.65 0.78
C -4.98 2.14 0.45
C -5.04 3.44 -0.44
N -6.11 3.29 -1.47
C -2.94 -0.89 0.13
N -2.23 -0.43 -1.03
H 2.32 -3.58 0.04
H 0.99 -4.38 1.00
H 2.66 -5.13 0.89
H 1.36 -6.43 -0.70
H 2.30 -5.34 -1.77
H -0.50 -5.26 -0.88
H 2.17 -3.39 -2.67
H 2.11 -0.88 -2.91
H 1.14 1.18 -2.78
H 0.33 1.45 -1.20
H -1.99 1.17 -2.85
H -0.79 1.60 -4.16
H -1.95 3.63 -3.15
H -1.30 3.25 -1.53
H 0.97 3.37 -3.56
H -0.05 4.84 -3.54
H 0.34 4.32 -0.68
H 0.97 5.67 -1.67
H 3.10 4.90 -1.61
H 2.69 3.18 -2.02
H 2.44 2.61 0.38
H 2.14 4.35 0.87
H 7.58 0.01 0.54
H -3.93 -3.84 1.88
H -4.98 -2.06 3.49
H -4.74 0.40 2.92
H -2.81 1.97 -0.05
H -3.22 2.19 1.73
H -5.45 1.29 -0.14
H -5.61 2.21 1.38
H -5.40 4.28 0.23
H -4.05 3.71 -0.90
H -6.10 2.34 -1.85
H -5.88 3.87 -2.29
H -1.92 0.53 -0.93
C -6.69 1.52 -6.51
S -7.02 2.61 -5.12
O -6.20 2.13 -3.97
C -8.71 2.05 -4.83
H -5.66 1.67 -6.83
H -6.83 0.48 -6.21
H -7.37 1.76 -7.33
H -8.72 0.98 -4.64
H -9.32 2.28 -5.71
H -9.11 2.58 -3.97
C 4.51 -5.00 5.11
S 4.41 -4.39 3.41
O 3.40 -5.23 2.70
C 6.04 -4.96 2.91
H 3.57 -4.78 5.61
H 4.69 -6.07 5.11
H 5.32 -4.48 5.63
H 6.12 -6.04 3.05
H 6.80 -4.44 3.50
H 6.18 -4.71 1.86
C 4.66 0.77 5.10
S 6.08 -0.33 5.21
O 5.67 -1.66 4.68
C 6.10 -0.45 7.01
H 4.44 0.95 4.05
H 3.80 0.30 5.57
H 4.89 1.72 5.59
H 5.14 -0.84 7.36
H 6.28 0.54 7.43
H 6.90 -1.12 7.30
```

Atom charges from the Mulliken analysis, given in e for atoms 1 to 8: C -0.47; C -0.94; N -0.38; C 0.27; C -0.79; C -0.80; C 0.54; C -0.46

[3]
A cluster of 6 separate species, C25H30N6 in total at a distorted geometry. Source: the OMol25 dataset; level of theory: ωB97M-V/def2-TZVPD.

HOMO-LUMO gap (eV): 9.04
Strongest force on any atom (eV Å⁻¹): 1.684
SMILES: c1cc[nH]c1.c1cc[nH]c1.c1cc[nH]c1.c1cc[nH]c1.c1cc[nH]c1.c1ccncc1
Energy above the lowest of the compared OMol25 structures with the same formula, charge and spin (kJ/mol): 0.0
Charge: 0
Calculated total energy (eV): -35351.062

```
61
C25H30N6 | the OMol25 dataset | ωB97M-V/def2-TZVPD
C -2.87 -3.75 -1.59
C -3.58 -4.41 -0.58
C -3.64 -5.74 -0.94
N -2.97 -5.88 -2.13
C -2.52 -4.66 -2.55
H -2.78 -2.67 -1.60
H -4.01 -4.00 0.32
H -4.17 -6.58 -0.52
H -2.98 -6.67 -2.75
H -1.99 -4.49 -3.47
C -1.02 4.24 -2.29
C 0.18 4.39 -1.55
C 1.13 3.54 -2.07
N 0.55 2.87 -3.10
C -0.76 3.26 -3.23
H -1.95 4.76 -2.12
H 0.31 5.14 -0.79
H 2.18 3.47 -1.83
H 0.98 2.15 -3.66
H -1.39 2.79 -3.96
C 3.08 0.78 -3.94
C 2.27 -0.33 -3.72
C 2.40 -0.66 -2.38
N 3.35 0.17 -1.84
C 3.78 1.05 -2.79
H 3.18 1.43 -4.79
H 1.66 -0.84 -4.45
H 1.96 -1.41 -1.74
H 3.58 0.18 -0.85
H 4.46 1.85 -2.52
C 3.48 0.66 1.45
C 3.48 -0.72 1.78
C 2.20 -1.17 1.55
N 1.42 -0.13 1.15
C 2.18 0.99 1.10
H 4.32 1.34 1.46
H 4.28 -1.32 2.18
H 1.78 -2.14 1.76
H 0.43 -0.22 0.90
H 1.73 1.95 0.92
C -1.54 -0.79 0.13
C -2.10 0.17 1.01
C -1.81 1.41 0.47
N -0.99 1.23 -0.62
C -0.94 -0.10 -0.91
H -1.66 -1.86 0.20
H -2.64 0.03 1.93
H -2.03 2.41 0.81
H -0.60 1.96 -1.20
H -0.44 -0.53 -1.76
C -1.61 1.28 4.43
C -1.92 0.74 5.66
C -0.94 0.02 6.34
N 0.26 -0.26 5.83
C 0.54 0.27 4.64
C -0.34 1.05 3.90
H -2.27 1.91 3.85
H -2.90 0.89 6.10
H -1.17 -0.38 7.32
H 1.47 -0.03 4.16
H -0.05 1.38 2.91
```

Atom charges from the Mulliken analysis, given in e for atoms 1 to 8: C -0.08; C -0.54; C -0.45; N 0.01; C -0.86; H 0.57; H 0.41; H 0.37

[4]
The molecule C3H4N2OS at a distorted geometry. Source: the OMol25 dataset; level of theory: ωB97M-V/def2-TZVPD.

HOMO-LUMO gap (eV): 8.70
Strongest force on any atom (eV Å⁻¹): 5.829
SMILES: [H]/N=C\N(C=O)C=S
Energy above the lowest of the compared OMol25 structures with the same formula, charge and spin (kJ/mol): 232.3
Charge: 0
Calculated total energy (eV): -19036.641

```
11
C3H4N2OS | the OMol25 dataset | ωB97M-V/def2-TZVPD
H -2.08 1.10 -0.11
N -1.28 1.84 0.07
C -0.11 1.27 -0.12
N 0.19 -0.14 -0.14
C -0.88 -1.11 0.01
O -2.04 -0.75 -0.36
C 1.47 -0.54 0.06
S 2.92 0.19 -0.19
H 0.77 1.88 -0.15
H -0.35 -2.14 0.32
H 1.40 -1.61 0.61
```

Atom charges from the Mulliken analysis, given in e for atoms 1 to 8: H 0.38; N -0.64; C 0.03; N 0.10; C 0.31; O -0.57; C 0.05; S -0.24